*A*
A 13-piece molecular cluster, C78H195N13O26 overall. Source: the OMol25 dataset; level of theory: the ωB97M-V functional and the def2-TZVPD basis.

CARTESIAN COORDINATES (ANGSTROEM)
C  -6.51  -1.69  -2.46
O  -5.22  -1.83  -3.18
C  -5.24  -2.57  -4.40
C  -3.76  -2.82  -4.74
N  -3.04  -3.55  -3.70
C  -3.36  -4.98  -3.63
C  -3.09  -5.55  -2.17
O  -3.89  -4.99  -1.13
C  -5.30  -5.20  -1.32
H  -6.38  -0.91  -1.71
H  -6.89  -2.55  -1.91
H  -7.32  -1.35  -3.10
H  -5.67  -2.00  -5.22
H  -5.71  -3.55  -4.29
H  -3.29  -1.87  -4.99
H  -3.73  -3.35  -5.70
H  -3.46  -3.12  -2.88
H  -2.81  -5.53  -4.40
H  -4.40  -5.25  -3.80
H  -2.02  -5.42  -2.04
H  -3.32  -6.62  -2.18
H  -5.84  -5.04  -0.39
H  -5.59  -6.21  -1.60
H  -5.72  -4.65  -2.16
C  2.12  0.98  1.53
O  1.24  0.27  0.68
C  1.18  0.72  -0.65
C  0.19  -0.02  -1.54
N  -1.10  0.34  -1.01
C  -2.05  -0.74  -1.37
C  -3.35  -0.49  -0.50
O  -2.94  -0.18  0.84
C  -4.04  0.04  1.67
H  1.74  2.01  1.52
H  3.15  0.91  1.20
H  1.96  0.59  2.53
H  2.18  0.59  -1.07
H  0.98  1.79  -0.74
H  0.34  -1.09  -1.40
H  0.30  0.23  -2.60
H  -1.11  0.36  0.00
H  -1.67  -1.73  -1.09
H  -2.24  -0.79  -2.44
H  -4.01  -1.35  -0.53
H  -3.89  0.34  -0.95
H  -4.74  -0.80  1.75
H  -4.59  0.90  1.29
H  -3.65  0.26  2.67
C  0.20  4.92  -3.95
O  -0.66  3.97  -4.67
C  -0.77  2.80  -3.88
C  -1.57  1.72  -4.73
N  -0.75  1.36  -5.88
C  -1.47  0.60  -6.88
C  -0.78  0.73  -8.27
O  -0.92  2.09  -8.70
C  -0.21  2.32  -9.94
H  -0.06  5.89  -4.36
H  1.23  4.60  -4.06
H  -0.08  4.99  -2.90
H  -1.31  3.02  -2.97
H  0.23  2.40  -3.75
H  -2.51  2.14  -5.10
H  -1.73  0.85  -4.09
H  -0.41  2.22  -6.27
H  -2.46  1.05  -6.87
H  -1.52  -0.46  -6.64
H  -1.37  0.01  -8.83
H  0.25  0.40  -8.25
H  -0.75  1.80  -10.73
H  0.83  2.04  -9.84
H  -0.21  3.38  -10.20
C  4.27  -2.36  3.14
O  5.05  -3.50  3.55
C  6.42  -3.17  3.68
C  7.06  -4.11  4.66
N  8.44  -3.85  4.95
C  9.26  -3.85  3.72
C  10.71  -4.34  3.88
O  11.52  -3.96  2.73
C  12.91  -4.15  2.96
H  4.67  -1.93  2.22
H  4.21  -1.60  3.92
H  3.28  -2.74  2.88
H  6.56  -2.17  4.09
H  6.87  -3.15  2.69
H  6.82  -5.15  4.44
H  6.53  -4.14  5.62
H  8.56  -2.95  5.41
H  9.24  -2.85  3.28
H  8.87  -4.56  2.99
H  10.73  -5.40  4.13
H  11.10  -3.86  4.78
H  13.47  -3.54  2.24
H  13.14  -5.20  2.78
H  13.14  -3.86  3.99
C  1.24  -1.95  5.64
O  0.30  -2.51  4.68
C  0.36  -1.83  3.40
C  -0.90  -2.32  2.65
N  -0.71  -3.74  2.30
C  -1.93  -4.28  1.80
C  -1.81  -5.73  1.42
O  -1.71  -6.51  2.59
C  -1.85  -7.91  2.49
H  2.24  -1.79  5.22
H  1.33  -2.65  6.47
H  0.94  -0.95  5.96
H  1.21  -2.11  2.78
H  0.32  -0.76  3.61
H  -1.00  -1.80  1.70
H  -1.73  -2.25  3.34
H  -0.44  -4.13  3.19
H  -2.25  -3.64  0.99
H  -2.65  -4.21  2.62
H  -0.86  -5.93  0.93
H  -2.73  -6.06  0.95
H  -2.89  -8.14  2.25
H  -1.57  -8.41  3.42
H  -1.29  -8.38  1.68
C  9.94  1.74  1.27
O  9.07  2.88  1.33
C  8.27  3.14  0.16
C  7.78  4.59  0.33
N  6.96  4.71  1.54
C  6.50  6.09  1.69
C  5.58  6.29  2.89
O  6.24  6.26  4.15
C  5.49  6.76  5.27
H  10.78  1.90  1.95
H  10.36  1.63  0.27
H  9.42  0.80  1.48
H  7.48  2.40  0.03
H  8.79  3.01  -0.79
H  7.20  4.77  -0.57
H  8.63  5.28  0.41
H  7.49  4.47  2.37
H  6.02  6.39  0.75
H  7.35  6.77  1.70
H  4.77  5.55  2.86
H  5.01  7.18  2.64
H  6.05  6.68  6.21
H  4.66  6.06  5.29
H  5.10  7.76  5.13
C  3.27  2.75  -3.73
O  3.10  3.70  -2.68
C  4.01  3.46  -1.60
C  3.79  4.57  -0.54
N  2.45  4.49  0.01
C  2.15  5.52  1.04
C  0.77  5.47  1.66
O  -0.12  6.20  0.83
C  -1.32  6.61  1.46
H  4.34  2.63  -3.90
H  2.74  3.18  -4.58
H  2.75  1.79  -3.69
H  5.07  3.43  -1.87
H  3.83  2.44  -1.26
H  3.96  5.50  -1.08
H  4.54  4.47  0.24
H  1.79  4.44  -0.75
H  2.24  6.53  0.64
H  2.87  5.33  1.83
H  0.77  5.89  2.67
H  0.37  4.46  1.75
H  -1.01  7.25  2.29
H  -1.81  5.72  1.85
H  -2.06  7.09  0.81
C  -7.55  1.75  5.04
O  -6.75  2.13  3.95
C  -5.85  3.15  4.31
C  -5.17  3.61  3.02
N  -6.21  4.10  2.09
C  -5.76  4.63  0.77
C  -4.83  3.72  0.01
O  -3.48  4.13  0.38
C  -2.57  3.16  -0.01
H  -7.00  1.41  5.92
H  -8.11  0.91  4.62
H  -8.25  2.51  5.40
H  -5.10  2.92  5.05
H  -6.35  3.99  4.79
H  -4.47  2.85  2.66
H  -4.59  4.48  3.35
H  -6.82  3.31  1.98
H  -5.28  5.60  0.85
H  -6.64  4.76  0.14
H  -5.09  3.84  -1.04
H  -5.05  2.69  0.28
H  -2.67  2.61  -0.94
H  -2.47  2.43  0.79
H  -1.58  3.64  -0.05
C  5.57  3.22  -7.97
O  5.04  2.13  -7.31
C  4.62  1.04  -8.06
C  3.86  0.03  -7.28
N  4.52  -0.28  -6.00
C  3.65  -0.92  -5.00
C  4.25  -1.34  -3.65
O  4.70  -0.20  -2.86
C  5.12  -0.50  -1.53
H  5.62  4.07  -7.28
H  5.12  3.45  -8.93
H  6.61  3.02  -8.24
H  5.40  0.48  -8.57
H  3.97  1.28  -8.90
H  3.78  -0.88  -7.87
H  2.87  0.43  -7.09
H  4.84  0.64  -5.74
H  3.18  -1.84  -5.33
H  2.81  -0.23  -4.88
H  4.97  -2.15  -3.82
H  3.51  -1.88  -3.05
H  5.55  0.37  -1.03
H  5.91  -1.23  -1.70
H  4.31  -0.81  -0.87
C  -1.02  2.12  4.24
O  0.40  2.29  4.21
C  0.94  3.17  5.15
C  2.46  3.38  5.18
N  3.18  2.16  5.77
C  4.63  2.25  5.65
C  5.21  2.44  4.21
O  5.00  1.25  3.43
C  5.64  1.22  2.11
H  -1.41  1.44  3.49
H  -1.60  3.01  3.98
H  -1.34  1.84  5.24
H  0.61  2.86  6.14
H  0.49  4.13  4.88
H  2.80  4.27  5.72
H  2.87  3.51  4.18
H  2.92  1.38  5.18
H  5.05  1.31  6.00
H  4.89  3.06  6.33
H  6.29  2.42  4.33
H  4.90  3.33  3.66
H  6.72  1.36  2.15
H  5.22  2.08  1.59
H  5.39  0.29  1.61
C  -4.38  -0.08  5.44
O  -4.77  -1.43  5.34
C  -6.08  -1.71  5.83
C  -6.34  -3.21  6.05
N  -6.49  -3.79  4.75
C  -5.26  -4.18  4.13
C  -5.59  -5.06  2.84
O  -6.18  -6.27  3.19
C  -6.18  -7.28  2.17
H  -3.30  0.02  5.34
H  -4.74  0.40  6.35
H  -4.84  0.47  4.61
H  -6.82  -1.38  5.09
H  -6.18  -1.28  6.82
H  -7.26  -3.27  6.62
H  -5.55  -3.69  6.64
H  -7.08  -4.61  4.75
H  -4.74  -4.88  4.78
H  -4.64  -3.31  3.92
H  -4.63  -5.23  2.36
H  -6.25  -4.51  2.18
H  -7.02  -7.93  2.41
H  -5.26  -7.86  2.29
H  -6.34  -7.04  1.12
C  -5.15  1.63  -3.22
O  -6.44  1.16  -2.54
C  -7.40  2.25  -2.38
C  -8.74  1.78  -1.80
N  -8.51  1.09  -0.55
C  -9.64  0.28  0.03
C  -9.09  -0.46  1.28
O  -8.38  -1.70  1.12
C  -7.82  -2.17  2.34
H  -5.30  2.12  -4.18
H  -4.47  0.81  -3.41
H  -4.56  2.30  -2.59
H  -7.59  2.66  -3.37
H  -6.99  3.07  -1.79
H  -9.13  1.15  -2.59
H  -9.45  2.59  -1.64
H  -7.58  0.69  -0.47
H  -10.03  -0.42  -0.71
H  -10.50  0.84  0.40
H  -9.96  -0.62  1.92
H  -8.50  0.25  1.86
H  -8.17  -1.69  3.26
H  -6.73  -2.08  2.36
H  -8.14  -3.18  2.57
C  1.00  -2.81  -7.71
O  -0.34  -2.61  -7.15
C  -0.44  -3.34  -5.96
C  -0.07  -2.41  -4.80
N  -0.33  -2.89  -3.43
C  0.51  -4.00  -3.02
C  0.81  -3.96  -1.51
O  1.94  -3.15  -1.32
C  2.20  -2.78  0.06
H  1.73  -3.12  -6.95
H  1.36  -1.92  -8.22
H  0.92  -3.55  -8.50
H  0.27  -4.16  -5.94
H  -1.41  -3.81  -5.84
H  -0.74  -1.58  -5.02
H  0.94  -2.04  -4.99
H  -1.29  -3.19  -3.49
H  1.51  -4.00  -3.46
H  0.00  -4.92  -3.32
H  0.96  -4.99  -1.19
H  0.02  -3.54  -0.89
H  2.16  -3.72  0.62
H  1.43  -2.15  0.51
H  3.21  -2.39  0.18

## Properties
* charge: 0
* LUMO energy: 0.64 eV

Mulliken atomic charge list, values in e, 6 entries:
1. C -0.7849
2. O 0.3454
3. C -1.1656
4. C -0.6587
5. N 0.6452
6. C -1.1753

---

*B*
A 13-piece molecular cluster, C78H195N13O26 overall. Source: the OMol25 dataset; level of theory: the ωB97M-V functional and the def2-TZVPD basis.

CARTESIAN COORDINATES (ANGSTROEM)
C  6.30  1.06  9.56
O  6.55  1.24  8.15
C  5.30  1.27  7.49
C  4.61  2.64  7.68
N  3.31  2.72  6.97
C  2.20  2.28  7.78
C  1.76  3.24  8.89
O  1.13  4.43  8.36
C  0.78  5.32  9.37
H  7.28  0.84  9.99
H  5.51  0.39  9.89
H  6.06  2.02  10.02
H  4.77  0.37  7.80
H  5.57  1.22  6.43
H  5.27  3.42  7.30
H  4.45  2.89  8.73
H  3.13  3.69  6.72
H  2.41  1.32  8.25
H  1.34  2.04  7.16
H  2.65  3.51  9.46
H  1.01  2.71  9.48
H  -0.12  5.06  9.93
H  0.50  6.19  8.77
H  1.63  5.74  9.91
C  1.60  6.59  0.17
O  1.40  6.14  1.52
C  0.06  6.44  2.04
C  0.15  6.08  3.52
N  1.07  6.86  4.39
C  1.33  6.11  5.64
C  2.82  6.37  6.07
O  3.73  5.62  5.35
C  5.08  5.99  5.56
H  2.65  6.36  -0.02
H  1.30  7.63  0.08
H  1.06  5.98  -0.56
H  -0.69  5.80  1.56
H  -0.26  7.48  1.97
H  0.36  5.01  3.62
H  -0.88  6.12  3.89
H  2.01  6.78  4.03
H  1.16  5.03  5.62
H  0.78  6.44  6.52
H  2.98  6.02  7.09
H  3.11  7.42  6.08
H  5.37  6.26  6.57
H  5.41  6.76  4.87
H  5.73  5.14  5.37
C  -0.59  -6.85  -5.20
O  -1.09  -7.23  -3.91
C  -1.78  -8.43  -3.95
C  -2.05  -8.82  -2.50
N  -3.06  -8.06  -1.75
C  -2.86  -6.62  -1.82
C  -3.63  -5.82  -0.80
O  -3.07  -6.18  0.47
C  -3.50  -5.38  1.58
H  0.01  -7.63  -5.66
H  0.10  -6.01  -5.18
H  -1.37  -6.56  -5.90
H  -1.20  -9.26  -4.36
H  -2.66  -8.37  -4.59
H  -1.08  -8.74  -2.00
H  -2.23  -9.89  -2.45
H  -2.84  -8.18  -0.77
H  -3.22  -6.35  -2.82
H  -1.84  -6.29  -1.64
H  -4.72  -5.87  -0.82
H  -3.51  -4.79  -1.13
H  -4.51  -5.71  1.83
H  -3.39  -4.30  1.56
H  -2.92  -5.65  2.46
C  3.71  3.19  3.28
O  4.40  2.16  2.45
C  3.69  0.92  2.68
C  4.43  -0.08  1.76
N  4.01  -1.45  2.02
C  4.61  -2.42  1.07
C  4.25  -3.82  1.56
O  5.15  -4.41  2.55
C  4.58  -5.74  2.81
H  4.29  4.11  3.30
H  3.64  2.86  4.32
H  2.72  3.49  2.93
H  2.64  0.88  2.41
H  3.72  0.59  3.72
H  5.50  -0.14  1.98
H  4.52  0.15  0.69
H  4.33  -1.60  2.97
H  5.69  -2.26  1.02
H  4.23  -2.29  0.05
H  4.18  -4.44  0.67
H  3.26  -3.79  2.00
H  4.82  -6.15  3.79
H  4.77  -6.48  2.03
H  3.52  -5.80  3.04
C  -2.00  1.12  8.33
O  -2.47  2.27  7.57
C  -2.05  2.14  6.22
C  -2.15  3.52  5.63
N  -3.47  4.09  5.78
C  -4.49  3.50  4.87
C  -5.85  4.26  4.95
O  -6.47  4.14  6.23
C  -6.56  5.31  7.00
H  -1.93  0.15  7.85
H  -2.62  0.98  9.22
H  -0.99  1.32  8.70
H  -2.70  1.47  5.66
H  -1.07  1.68  6.17
H  -1.84  3.53  4.59
H  -1.58  4.17  6.29
H  -3.80  3.80  6.69
H  -4.71  2.49  5.21
H  -4.26  3.47  3.80
H  -6.52  3.79  4.23
H  -5.80  5.30  4.62
H  -7.03  5.12  7.97
H  -7.14  6.02  6.41
H  -5.53  5.65  7.14
C  3.67  -1.14  -9.85
O  2.87  -1.15  -8.62
C  3.57  -1.71  -7.48
C  2.70  -1.65  -6.23
N  1.64  -2.57  -6.41
C  0.53  -2.33  -5.46
C  -0.80  -3.01  -5.91
O  -1.37  -2.17  -6.93
C  -2.78  -2.36  -7.17
H  3.81  -0.11  -10.17
H  3.12  -1.60  -10.67
H  4.63  -1.61  -9.63
H  4.40  -1.02  -7.38
H  3.95  -2.71  -7.66
H  2.31  -0.64  -6.07
H  3.32  -1.99  -5.41
H  1.25  -2.45  -7.34
H  0.40  -1.24  -5.47
H  0.87  -2.65  -4.48
H  -1.46  -3.07  -5.05
H  -0.63  -4.02  -6.28
H  -3.07  -1.78  -8.04
H  -3.46  -2.00  -6.39
H  -2.88  -3.42  -7.38
C  2.83  -5.18  -3.75
O  3.35  -5.31  -2.39
C  3.26  -6.60  -1.86
C  1.89  -6.78  -1.21
N  1.86  -6.31  0.11
C  0.59  -6.61  0.73
C  0.29  -5.62  1.90
O  0.38  -4.30  1.45
C  0.22  -3.23  2.38
H  1.76  -5.23  -3.95
H  3.27  -5.88  -4.45
H  3.17  -4.24  -4.18
H  4.02  -6.73  -1.09
H  3.34  -7.40  -2.59
H  1.56  -7.80  -1.40
H  1.17  -6.18  -1.76
H  2.12  -5.33  0.09
H  0.49  -7.64  1.07
H  -0.17  -6.33  0.00
H  0.92  -5.84  2.76
H  -0.71  -5.72  2.30
H  -0.47  -3.54  3.17
H  -0.22  -2.32  1.97
H  1.19  -2.97  2.81
C  -6.04  0.24  -2.74
O  -6.21  -1.03  -3.33
C  -5.59  -1.14  -4.66
C  -5.82  -2.61  -5.08
N  -5.07  -3.30  -4.01
C  -5.52  -4.68  -3.94
C  -4.97  -5.62  -5.09
O  -5.51  -5.41  -6.42
C  -4.85  -6.19  -7.38
H  -5.03  0.44  -2.37
H  -6.59  0.32  -1.81
H  -6.27  1.05  -3.44
H  -4.52  -0.91  -4.61
H  -6.15  -0.54  -5.37
H  -5.45  -2.83  -6.08
H  -6.90  -2.65  -5.07
H  -5.32  -2.80  -3.17
H  -6.61  -4.80  -3.91
H  -5.16  -5.01  -2.96
H  -5.32  -6.59  -4.73
H  -3.88  -5.64  -5.19
H  -4.21  -5.50  -7.94
H  -5.58  -6.61  -8.08
H  -4.37  -7.12  -7.04
C  6.37  -2.74  -4.50
O  5.93  -1.33  -4.50
C  6.16  -0.69  -3.25
C  5.02  0.37  -2.97
N  5.51  1.67  -3.42
C  5.69  1.77  -4.85
C  5.83  3.15  -5.55
O  6.88  4.06  -5.15
C  6.96  5.27  -5.94
H  6.04  -3.20  -5.43
H  5.94  -3.24  -3.63
H  7.45  -2.68  -4.45
H  7.18  -0.31  -3.22
H  5.99  -1.42  -2.45
H  4.79  0.40  -1.91
H  4.14  -0.08  -3.43
H  4.82  2.30  -3.04
H  4.92  1.18  -5.35
H  6.59  1.19  -5.04
H  4.91  3.70  -5.36
H  5.80  3.12  -6.64
H  6.13  5.93  -5.71
H  6.95  5.29  -7.03
H  7.87  5.75  -5.59
C  -0.32  -1.06  5.45
O  -1.75  -1.07  5.35
C  -2.24  -2.29  5.75
C  -3.76  -2.19  5.93
N  -4.60  -2.14  4.76
C  -4.33  -0.95  3.90
C  -5.33  -0.96  2.80
O  -4.88  -2.03  1.95
C  -5.90  -2.46  1.04
H  0.14  -0.26  4.86
H  0.17  -1.99  5.16
H  0.05  -0.70  6.41
H  -1.82  -2.63  6.69
H  -1.95  -3.11  5.10
H  -4.00  -1.33  6.54
H  -4.01  -3.12  6.45
H  -5.56  -2.40  4.94
H  -3.38  -1.09  3.38
H  -4.33  -0.04  4.50
H  -5.40  -0.07  2.18
H  -6.28  -1.13  3.30
H  -6.80  -2.86  1.51
H  -5.64  -3.28  0.38
H  -6.11  -1.57  0.45
C  -5.41  2.76  0.46
O  -4.69  3.50  1.42
C  -4.14  4.74  0.95
C  -3.23  4.51  -0.27
N  -2.71  5.81  -0.71
C  -3.49  6.58  -1.68
C  -2.73  7.94  -2.04
O  -1.58  7.60  -2.87
C  -1.73  6.65  -3.93
H  -4.70  2.17  -0.12
H  -6.11  3.19  -0.25
H  -5.91  1.92  0.94
H  -3.50  5.11  1.75
H  -4.95  5.45  0.81
H  -3.72  4.04  -1.13
H  -2.32  3.95  -0.06
H  -1.75  5.85  -1.02
H  -4.43  6.80  -1.18
H  -3.90  5.97  -2.48
H  -2.33  8.35  -1.12
H  -3.29  8.78  -2.44
H  -1.72  5.59  -3.71
H  -0.90  6.74  -4.64
H  -2.59  6.94  -4.54
C  2.46  2.55  -1.16
O  2.04  2.12  -2.46
C  0.59  2.19  -2.65
C  0.25  1.75  -4.08
N  0.61  2.80  -4.99
C  0.32  2.28  -6.33
C  0.97  3.19  -7.42
O  2.36  3.15  -7.55
C  2.90  1.91  -7.96
H  2.26  3.58  -0.88
H  3.48  2.24  -0.92
H  1.88  1.92  -0.49
H  0.23  3.20  -2.47
H  0.03  1.46  -2.06
H  -0.84  1.64  -4.05
H  0.65  0.75  -4.25
H  1.61  2.97  -4.92
H  -0.76  2.20  -6.45
H  0.65  1.25  -6.46
H  0.67  4.22  -7.23
H  0.45  2.88  -8.32
H  3.79  2.08  -8.55
H  2.23  1.42  -8.67
H  3.18  1.27  -7.12
C  1.57  -1.49  -1.23
O  0.33  -1.51  -1.89
C  -0.72  -2.35  -1.44
C  -2.10  -1.70  -1.69
N  -2.14  -0.38  -1.06
C  -2.50  -0.39  0.40
C  -1.98  0.95  1.06
O  -0.57  0.84  1.28
C  0.04  1.99  1.85
H  2.05  -2.45  -1.42
H  1.60  -1.25  -0.17
H  2.24  -0.74  -1.65
H  -0.68  -2.64  -0.39
H  -0.56  -3.37  -1.78
H  -2.84  -2.36  -1.23
H  -2.24  -1.60  -2.77
H  -1.20  -0.02  -1.04
H  -2.05  -1.31  0.78
H  -3.55  -0.43  0.67
H  -2.49  1.11  2.00
H  -1.98  1.81  0.39
H  -0.45  2.91  1.52
H  1.09  2.20  1.64
H  -0.01  2.05  2.93

## Properties
* charge: 0
* LUMO energy: 0.52 eV

Mulliken atomic charge list, values in e, 6 entries:
1. C -0.7597
2. O -0.4610
3. C -0.3417
4. C -0.2631
5. N 0.4488
6. C -0.6877

---

Energies relative to the most stable structure, in eV: *A* 0.000; *B* 3.357.